No. 1
C7H6N6O7 in the gas phase at a distorted geometry. Source: the Open Molecules 2025 dataset; level of theory: ωB97M-V with the def2-TZVPD basis set.

Element x y z (Å)
C 0.525 2.379 0.541
N -0.312 1.770 -0.571
O -1.430 2.645 -0.755
C -0.654 0.345 -0.469
C -0.683 -0.142 0.977
N -1.739 0.473 1.702
O -1.837 0.488 2.940
O -2.624 1.005 0.941
C 0.037 -1.325 1.366
N 0.219 -1.887 2.608
O 1.057 -2.958 2.419
N 1.323 -3.169 1.057
O 1.982 -4.131 0.716
C 0.771 -2.081 0.397
C 0.858 -1.686 -0.962
N 1.511 -2.234 -2.045
O 1.281 -1.326 -3.063
N 0.560 -0.217 -2.608
O 0.357 0.761 -3.330
C 0.276 -0.453 -1.277
H 1.076 1.615 1.111
H 1.254 3.011 0.038
H -0.114 2.965 1.196
H 0.180 1.930 -1.463
H -2.216 2.070 -0.543
H -1.656 0.154 -0.924

SMILES = C[N@H+](O)[C@@H]1C(=[N+]([O-])[O-])c2no[n+]([O-])c2-c2no[n+]([O-])c21
gap between HOMO and LUMO = 7.28 eV
calculated total energy = -1125.05605 a.u.
lowest unoccupied orbital energy = -1.3 eV

***

No. 2
C4H9NO in the gas phase at a distorted geometry. Source: the Open Molecules 2025 dataset; level of theory: ωB97M-V with the def2-TZVPD basis set.

Element x y z (Å)
C 1.072 -0.395 0.970
N 0.572 0.289 -0.219
C 1.010 -0.372 -1.441
C -0.836 0.239 -0.123
C -1.727 0.986 0.736
O -1.746 1.006 -0.811
H 2.162 -0.454 0.936
H 0.779 0.168 1.861
H 0.675 -1.426 1.078
H 0.780 -1.456 -1.456
H 2.090 -0.242 -1.558
H 0.509 0.095 -2.291
H -1.259 -0.778 -0.095
H -1.803 2.020 0.994
H -2.279 0.321 1.420

relative energy (zero: lowest compared OMol25 entry of this formula, charge and spin) = 336.3 kJ/mol
SMILES = CN(C)[C@H]1CO1
gap between HOMO and LUMO = 10.22 eV
calculated total energy = -287.70438 a.u.
lowest unoccupied orbital energy = 1.1 eV

***

No. 3
C10H10O3 in the gas phase at a distorted geometry. Source: the Open Molecules 2025 dataset; level of theory: ωB97M-V with the def2-TZVPD basis set.

Element x y z (Å)
O -2.189 0.244 -0.001
C -1.282 0.868 -0.606
O 0.025 0.596 -0.670
C 0.660 -0.387 -0.019
C 0.437 -1.717 -0.412
C 1.066 -2.784 0.219
C 2.095 -2.435 1.153
C 2.336 -1.132 1.426
O 3.382 -0.825 2.246
C 1.506 -0.063 1.066
C -1.659 2.143 -1.391
C -2.949 2.807 -0.868
C -2.973 2.140 -2.150
H -0.500 -1.803 -0.943
H 0.727 -3.793 0.119
H 2.567 -3.182 1.753
H 3.645 -1.777 2.603
H 1.750 0.958 1.327
H -0.860 2.762 -1.832
H -2.986 3.956 -0.973
H -3.383 2.342 0.046
H -2.881 2.727 -3.045
H -3.243 1.050 -2.158

relative energy (zero: lowest compared OMol25 entry of this formula, charge and spin) = 146.0 kJ/mol
SMILES = O=C(Oc1cccc(O)c1)C1CC1
gap between HOMO and LUMO = 9.57 eV
calculated total energy = -612.70565 a.u.
lowest unoccupied orbital energy = 0.7 eV

***

No. 4
2 unconnected molecules or ions with the total composition C7H14BO5 at a distorted geometry. Source: the Open Molecules 2025 dataset; level of theory: ωB97M-V with the def2-TZVPD basis set.

Element x y z (Å)
C 1.873 -0.719 1.614
O 1.001 -0.215 0.621
B -0.056 0.534 1.047
O 0.131 1.636 1.826
C -1.531 0.128 0.603
C -1.697 -1.209 -0.101
C -2.187 -2.062 1.066
O -3.025 -1.198 1.850
C -2.498 0.050 1.764
O -2.802 0.940 2.536
H 2.274 0.072 2.245
H 1.382 -1.456 2.253
H 2.692 -1.216 1.105
H -0.703 1.937 2.198
H -1.922 0.954 0.007
H -0.770 -1.652 -0.447
H -2.426 -1.180 -0.902
H -2.690 -2.972 0.768
H -1.330 -2.312 1.694
C 2.162 1.911 -2.736
C 1.399 0.561 -2.720
O 0.867 0.244 -3.906
H 1.487 2.724 -3.018
H 2.589 2.151 -1.745
H 2.982 1.874 -3.458
H 0.659 0.659 -1.867
H 2.137 -0.186 -2.298

relative energy (zero: lowest compared OMol25 entry of this formula, charge and spin) = 17.3 kJ/mol
net charge = -1
gap between HOMO and LUMO = 4.95 eV
calculated total energy = -676.26017 a.u.
lowest unoccupied orbital energy = 2.8 eV

***

No. 5
C5H8O2 in the gas phase at a distorted geometry. Source: the Open Molecules 2025 dataset; level of theory: ωB97M-V with the def2-TZVPD basis set.

Element x y z (Å)
C 2.347 -1.012 -0.725
C 1.477 -0.066 -0.383
C 1.024 0.130 1.031
C -0.513 -0.122 1.204
C -1.269 0.146 -0.064
O -1.940 -0.647 -0.665
O -1.234 1.458 -0.404
H 2.949 -1.534 0.009
H 2.563 -1.258 -1.757
H 1.335 0.774 -1.056
H 1.517 -0.451 1.807
H 1.183 1.183 1.262
H -0.667 -1.153 1.513
H -0.898 0.538 1.982
H -1.590 1.507 -1.304

relative energy (zero: lowest compared OMol25 entry of this formula, charge and spin) = 76.7 kJ/mol
SMILES = C=CCCC(=O)O
gap between HOMO and LUMO = 10.49 eV
calculated total energy = -345.77574 a.u.
lowest unoccupied orbital energy = 0.9 eV

***

No. 6
3 unconnected molecules or ions with the total composition C5H11NO at a distorted geometry. Source: the Open Molecules 2025 dataset; level of theory: ωB97M-V with the def2-TZVPD basis set.

Element x y z (Å)
C 0.860 0.014 -0.106
C 3.250 -0.009 -0.517
N 3.890 0.571 0.512
O 3.717 -0.482 -1.508
H 4.904 0.653 0.516
H 3.371 0.931 1.292
H 1.123 1.065 -0.109
H 0.963 -0.471 -1.066
H 1.251 -0.559 0.726
C -0.879 0.027 0.185
C -3.204 -0.028 0.435
C -3.912 -0.579 -0.518
H -3.528 0.430 1.364
H -1.255 0.599 -0.651
H -0.965 0.515 1.147
H -1.126 -1.025 0.184
H -3.458 -1.008 -1.411
H -5.003 -0.644 -0.476

relative energy (zero: lowest compared OMol25 entry of this formula, charge and spin) = 656.5 kJ/mol
gap between HOMO and LUMO (spin up / spin down) = 7.97 / 8.13 eV
calculated total energy = -326.88131 a.u.
lowest unoccupied orbital energy (spin up / spin down) = 0.4 / 0.3 eV

***

No. 7
A molecular structure, C26H17F12N6NaO2 at a distorted geometry. Source: the Open Molecules 2025 dataset; level of theory: ωB97M-V with the def2-TZVPD basis set.

Element x y z (Å)
Na 0.886 -1.247 0.611
C 2.503 2.957 -5.062
C 2.014 2.409 -3.749
C 1.078 3.092 -2.982
C 0.622 2.558 -1.805
C 1.061 1.304 -1.300
N 0.492 0.768 -0.215
C -0.018 1.508 0.775
C 0.627 2.703 1.200
C 0.148 3.495 2.208
C -1.058 3.187 2.831
C -1.605 4.033 3.946
C -1.698 2.019 2.450
C -1.187 1.143 1.503
C -1.235 -1.135 2.537
O -0.203 -1.767 2.220
C -1.857 -0.214 1.409
F -3.983 -0.002 2.684
F -2.030 -0.177 -0.903
F -2.387 -2.095 2.912
C -1.072 -0.477 3.941
F -2.127 0.133 4.515
F -0.060 0.408 3.982
F -0.727 -1.430 4.828
C 2.013 0.613 -2.099
C 2.448 1.173 -3.286
C 2.550 -0.765 -1.692
O 2.471 -1.141 -0.444
C 4.084 -0.889 -2.097
F 4.797 0.195 -1.736
F 4.646 -1.925 -1.454
F 4.439 -1.101 -3.401
C 1.828 -1.801 -2.635
F 2.007 -1.616 -3.972
F 2.241 -3.069 -2.417
F 0.500 -1.820 -2.483
H 2.219 4.005 -5.167
H 2.067 2.401 -5.896
H 3.588 2.878 -5.143
H 0.702 4.051 -3.322
H -0.131 3.087 -1.239
H 1.568 2.940 0.724
H 0.702 4.373 2.525
H -1.361 5.084 3.788
H -1.174 3.728 4.903
H -2.686 3.925 4.019
H -2.618 1.773 2.959
H 3.156 0.640 -3.901
N -4.082 -1.168 0.752
C -3.409 -0.078 1.427
N -1.508 -0.927 0.198
C -2.170 -2.184 0.153
N -3.423 -2.289 0.414
C -1.392 -3.384 -0.035
C -2.011 -4.645 -0.059
N -1.321 -5.765 0.002
C 0.005 -5.645 0.064
C 0.627 -4.407 -0.029
N -0.066 -3.289 -0.080
H -4.965 -1.400 1.194
H -3.684 0.873 0.942
H -3.087 -4.732 -0.118
H 0.551 -6.571 0.184
H 1.699 -4.301 -0.076

relative energy (zero: lowest compared OMol25 entry of this formula, charge and spin) = 344.4 kJ/mol
net charge = -2
gap between HOMO and LUMO = 4.66 eV
calculated total energy = -2840.74036 a.u.
lowest unoccupied orbital energy = 4.1 eV

***

No. 8
C5H8O in the gas phase. Source: the Open Molecules 2025 dataset; level of theory: ωB97M-V with the def2-TZVPD basis set.

Element x y z (Å)
C -1.291 -0.937 -0.337
C -0.579 0.377 -0.579
C -0.205 1.194 0.604
C 0.891 0.558 -0.225
C 1.694 -0.545 0.356
O 2.804 -0.843 -0.012
H -1.213 -1.260 0.709
H -2.358 -0.841 -0.559
H -0.887 -1.741 -0.957
H -0.879 0.907 -1.480
H -0.449 0.699 1.537
H -0.258 2.277 0.632
H 1.463 1.201 -0.889
H 1.210 -1.090 1.197

relative energy (zero: lowest compared OMol25 entry of this formula, charge and spin) = 113.6 kJ/mol
SMILES = C[C@H]1C[C@H]1C=O
gap between HOMO and LUMO = 10.78 eV
calculated total energy = -270.51463 a.u.
lowest unoccupied orbital energy = 1.0 eV

***

No. 9
A gas-phase ion, C6H13O2 (charge +1) at a distorted geometry. Source: the Open Molecules 2025 dataset; level of theory: ωB97M-V with the def2-TZVPD basis set.

Element x y z (Å)
C 0.662 1.521 -0.776
C 0.940 0.903 0.549
C -0.864 1.334 -0.939
C 0.132 -0.436 0.414
C 1.010 -1.423 -0.405
C -0.514 -0.944 1.753
O -1.467 -0.759 -1.435
O -1.133 -0.009 -0.379
H 0.764 2.699 -0.716
H 1.221 0.992 -1.529
H 2.002 0.707 0.664
H 0.666 1.624 1.428
H -1.273 1.919 -0.199
H -1.404 1.403 -1.909
H 0.474 -2.239 -0.697
H 1.806 -1.749 0.174
H 1.214 -0.999 -1.359
H -1.162 -1.794 1.726
H -1.170 -0.067 2.253
H 0.129 -1.148 2.523
H -2.033 -1.535 -1.140

relative energy (zero: lowest compared OMol25 entry of this formula, charge and spin) = 465.2 kJ/mol
net charge = +1
gap between HOMO and LUMO = 13.02 eV
calculated total energy = -386.45715 a.u.
lowest unoccupied orbital energy = -3.1 eV

***

No. 10
A molecular structure, C25H23NO7PSSe2W. Source: the Open Molecules 2025 dataset; level of theory: ωB97M-V with the def2-TZVPD basis set.

Element x y z (Å)
W -0.780 0.139 0.917
O -2.811 -0.904 0.353
C -2.974 -2.283 0.702
C -2.306 -2.525 2.033
N -0.967 -1.861 2.093
C 0.134 -2.753 1.702
C 1.353 -1.888 1.444
O 2.466 -2.304 1.392
O 1.027 -0.591 1.289
C -0.775 -1.386 3.494
C -1.707 -0.200 3.680
O -2.128 0.173 4.729
O -2.026 0.343 2.498
H -3.531 -0.325 0.666
H -2.518 -2.861 -0.101
H -4.032 -2.538 0.747
H -2.190 -3.592 2.233
H -2.923 -2.104 2.825
H -0.124 -3.267 0.775
H 0.352 -3.491 2.475
H 0.256 -1.063 3.641
H -1.005 -2.177 4.208
Se -0.674 -1.196 -1.342
P 1.123 -0.145 -2.041
Se 0.833 1.579 -0.750
C 1.035 0.174 -3.795
C 2.099 -0.144 -4.638
C 2.010 0.159 -5.988
C 0.871 0.771 -6.489
C -0.189 1.090 -5.647
C -0.109 0.798 -4.298
C 2.612 -1.073 -1.686
C 3.680 -0.465 -1.035
C 4.834 -1.195 -0.795
C 4.913 -2.520 -1.193
C 3.843 -3.128 -1.839
C 2.689 -2.407 -2.088
H 2.989 -0.618 -4.246
H 2.833 -0.082 -6.647
H 0.806 1.005 -7.544
H -1.072 1.573 -6.043
H -0.924 1.055 -3.633
H 3.602 0.562 -0.701
H 5.666 -0.729 -0.284
H 5.812 -3.088 -0.994
H 3.909 -4.164 -2.143
H 1.852 -2.880 -2.590
O -4.021 1.883 0.880
C -2.863 2.150 1.023
O -1.926 1.499 0.261
C -2.291 3.157 1.942
C -3.138 4.201 2.307
C -2.712 5.195 3.168
C -1.424 5.144 3.681
C -0.573 4.110 3.333
C -0.990 3.103 2.463
S 0.274 1.895 2.148
H -4.142 4.208 1.904
H -3.381 5.997 3.445
H -1.076 5.911 4.360
H 0.429 4.074 3.741

relative energy (zero: lowest compared OMol25 entry of this formula, charge and spin) = 0.0 kJ/mol
net charge = +1
gap between HOMO and LUMO = 5.96 eV
calculated total energy = -7157.34276 a.u.
lowest unoccupied orbital energy = -5.0 eV

***

No. 11
A gas-phase ion, C6H12N2 (charge +2) at a distorted geometry. Source: the Open Molecules 2025 dataset; level of theory: ωB97M-V with the def2-TZVPD basis set.

Element x y z (Å)
C 0.736 -0.801 -1.372
C 0.665 0.565 -1.132
C -0.434 -2.727 -1.543
C -1.161 2.596 1.463
C 0.327 -2.199 0.716
C -0.038 2.249 0.538
N 0.097 -1.924 -0.708
N -0.089 1.092 -0.188
H 1.499 -1.258 -2.136
H 1.429 1.118 -1.628
H -0.961 -3.662 -1.115
H -0.203 -2.496 -2.598
H -2.207 2.182 1.238
H -0.840 2.508 2.586
H -1.293 3.824 1.540
H -0.329 -1.833 1.471
H 1.258 -1.546 0.966
H 0.510 -3.243 0.877
H 0.847 2.492 1.189
H 0.186 3.063 -0.164

relative energy (zero: lowest compared OMol25 entry of this formula, charge and spin) = 530.3 kJ/mol
net charge = +2
gap between HOMO and LUMO (spin up / spin down) = 6.84 / 7.00 eV
calculated total energy = -344.44755 a.u.
lowest unoccupied orbital energy (spin up / spin down) = -12.0 / -11.9 eV

***

No. 12
A molecular structure, C28H46As2N9O9S4SbSi3Ti at a distorted geometry. Source: the Open Molecules 2025 dataset; level of theory: ωB97M-V with the def2-TZVPD basis set.

Element x y z (Å)
Ti -0.137 0.634 -1.576
O 3.047 -1.148 4.044
C 2.639 -0.547 3.085
S 3.284 -0.849 1.359
C 1.842 -0.420 0.536
C 0.875 0.287 1.305
S -0.656 0.839 0.791
S 1.195 0.479 2.967
S 1.501 -0.828 -1.150
N -2.267 -1.649 -3.274
C -1.190 -1.161 -3.926
N -0.699 -1.697 -5.046
N 0.245 -0.871 -5.466
N 0.404 0.132 -4.595
N -0.539 -0.036 -3.622
C -2.550 -1.196 -1.998
N -3.480 -1.753 -1.287
N -3.685 -0.970 -0.188
N -2.818 0.029 -0.250
N -2.083 -0.064 -1.427
H -2.786 -2.441 -3.714
C -3.627 6.030 3.080
O -2.832 6.062 1.817
C -1.720 6.797 1.835
O -1.552 7.606 2.766
C -0.573 6.409 0.946
C 0.002 7.147 -0.061
As 1.811 6.688 -0.772
C 1.580 6.914 -2.752
C 1.584 4.628 -0.756
C 1.753 4.409 0.569
As 0.307 4.937 1.863
C 1.478 6.106 2.928
C 3.104 4.183 1.128
O 4.097 4.880 0.872
O 3.157 3.128 1.959
C 4.512 2.780 2.404
C 1.009 3.688 -1.742
O 0.670 2.458 -1.603
O 0.943 4.190 -2.937
C 0.510 3.358 -4.080
C -0.663 8.311 -0.757
O -0.641 8.447 -1.964
O -1.299 9.260 0.045
C -0.693 10.058 1.059
H -4.235 6.944 3.057
H -2.913 5.989 3.968
H -4.227 5.183 2.897
H 1.951 7.915 -2.924
H 0.532 6.856 -3.065
H 2.226 6.158 -3.322
H 1.654 5.489 3.859
H 0.914 6.981 3.242
H 2.374 6.384 2.432
H 5.105 2.643 1.507
H 4.395 1.867 2.981
H 4.938 3.570 3.049
H 0.569 4.079 -4.934
H -0.525 3.080 -3.936
H 1.152 2.492 -4.246
H -1.337 10.929 1.188
H 0.318 10.398 0.765
H -0.670 9.482 2.004
C -1.851 -8.087 -0.842
Si -2.081 -6.294 -1.434
C -1.457 -6.035 -3.265
C -3.956 -5.735 -1.333
Sb -0.511 -4.602 -0.233
Si 1.912 -5.643 -0.376
C 1.862 -7.563 -0.278
C 3.015 -5.149 1.192
C 2.421 -4.915 -2.072
Si -1.127 -4.840 2.302
C -1.023 -6.669 2.576
C -2.933 -4.201 2.461
C 0.061 -3.885 3.494
H -1.165 -8.192 -0.003
H -1.535 -8.696 -1.700
H -2.784 -8.480 -0.494
H -0.408 -5.831 -3.188
H -1.936 -5.158 -3.693
H -1.672 -6.899 -3.907
H -4.182 -4.808 -1.810
H -4.118 -5.512 -0.263
H -4.641 -6.585 -1.656
H 1.331 -7.938 0.624
H 2.905 -7.872 -0.151
H 1.360 -8.081 -1.095
H 3.037 -5.959 1.913
H 2.719 -4.213 1.752
H 3.998 -4.958 0.744
H 2.333 -5.672 -2.851
H 3.486 -4.514 -1.965
H 1.779 -4.008 -2.435
H -1.111 -6.884 3.651
H -0.035 -7.079 2.293
H -1.779 -7.255 2.022
H -3.262 -3.391 1.762
H -3.155 -3.912 3.549
H -3.597 -5.112 2.308
H 0.734 -3.097 3.089
H 0.642 -4.586 4.117
H -0.554 -3.369 4.255

⟨S²⟩ = 2.0117
relative energy (zero: lowest compared OMol25 entry of this formula, charge and spin) = 20.0 kJ/mol
net charge = -2
gap between HOMO and LUMO (spin up / spin down) = 5.61 / 5.61 eV
calculated total energy = -10287.03222 a.u.
lowest unoccupied orbital energy (spin up / spin down) = 3.9 / 3.8 eV
spin multiplicity = 3